Entry from OMol25: a 2-piece molecular cluster, C10H16 overall at a distorted geometry (wB97M-V/def2-TZVPD).

Summary:
Energy relative to the best compared isomer or geometry (same formula, charge and spin)   0.524 eV
Highest occupied orbital energy   -9.032 eV
Gap between HOMO and LUMO   0.3677 hartree
LUMO energy   0.973 eV

Each atom is followed by the atoms it is bonded to, with distances in Å.
Positions of all 26 atoms, in Å:
1 C 0.784 -2.558 -1.625  C2 1.511, H8 1.080, H9 1.098, H10 1.095
2 C -0.246 -1.936 -0.711  C1 1.511, C3 1.388, C7 1.399
3 C -0.807 -0.712 -1.048  C2 1.388, C4 1.388, H11 1.080
4 C -1.753 -0.111 -0.229  C3 1.388, C5 1.384, H12 1.086
5 C -2.184 -0.698 0.949  C4 1.384, C6 1.395, H13 1.077
6 C -1.457 -1.809 1.376  C5 1.395, C7 1.385, H14 1.081
7 C -0.579 -2.475 0.536  C2 1.399, C6 1.385, H15 1.080
8 H 0.623 -2.235 -2.642  C1 1.080
9 H 0.737 -3.652 -1.537  C1 1.098
10 H 1.781 -2.374 -1.209  C1 1.095
11 H -0.614 -0.263 -2.011  C3 1.080
12 H -2.225 0.817 -0.536  C4 1.086
13 H -2.966 -0.272 1.554  C5 1.077
14 H -1.699 -2.157 2.370  C6 1.081
15 H -0.179 -3.388 0.951  C7 1.080
16 C 2.766 2.343 0.199  C17 1.545, H19 1.088, H20 1.088, H21 1.094
17 C 1.425 2.785 0.825  C16 1.545, C18 1.508, H22 1.086, H23 1.099
18 C 0.540 3.579 -0.101  C17 1.508, H24 1.093, H25 1.092, H26 1.089
19 H 2.839 2.639 -0.845  C16 1.088
20 H 2.893 1.264 0.253  C16 1.088
21 H 3.608 2.793 0.734  C16 1.094
22 H 0.874 1.930 1.204  C17 1.086
23 H 1.651 3.333 1.751  C17 1.099
24 H 1.035 4.434 -0.569  C18 1.093
25 H 0.273 2.946 -0.950  C18 1.092
26 H -0.354 3.886 0.440  C18 1.089

Here are the natural (NBO) charges for atoms 1 to 2, given in e:
1 C -0.63
2 C 0.01


Entry from OMol25: a 2-piece molecular cluster, C10H16 overall at a distorted geometry (wB97M-V/def2-TZVPD).

Summary:
Energy relative to the best compared isomer or geometry (same formula, charge and spin)   0.695 eV
Highest occupied orbital energy   -8.960 eV
Gap between HOMO and LUMO   0.3665 hartree
LUMO energy   1.013 eV

Each atom is followed by the atoms it is bonded to, with distances in Å.
Positions of all 26 atoms, in Å:
1 C -0.378 0.806 -0.634  C2 1.513, H8 1.099, H9 1.086, H10 1.087
2 C 0.672 0.403 -1.645  C1 1.513, C3 1.396, C7 1.383
3 C 0.415 0.445 -3.016  C2 1.396, C4 1.389, H11 1.086
4 C 1.348 0.019 -3.953  C3 1.389, C5 1.393, H12 1.077
5 C 2.568 -0.412 -3.438  C4 1.393, C6 1.394, H13 1.090
6 C 2.933 -0.346 -2.095  C5 1.394, C7 1.390, H14 1.076
7 C 1.962 0.134 -1.223  C2 1.383, C6 1.390, H15 1.088
8 H -0.498 1.897 -0.582  C1 1.099
9 H -0.012 0.505 0.344  C1 1.086
10 H -1.403 0.478 -0.790  C1 1.087
11 H -0.554 0.760 -3.393  C3 1.086
12 H 1.079 -0.095 -4.990  C4 1.077
13 H 3.386 -0.793 -4.048  C5 1.090
14 H 3.933 -0.598 -1.790  C6 1.076
15 H 2.173 0.327 -0.172  C7 1.088
16 C -2.336 0.615 2.391  C17 1.513, H19 1.095, H20 1.098, H21 1.086
17 C -1.773 -0.373 3.390  C16 1.513, C18 1.533, H22 1.093, H23 1.096
18 C -0.626 -1.246 2.868  C17 1.533, H24 1.092, H25 1.092, H26 1.085
19 H -1.914 1.616 2.526  C16 1.095
20 H -3.395 0.821 2.599  C16 1.098
21 H -2.304 0.384 1.331  C16 1.086
22 H -1.558 0.209 4.290  C17 1.093
23 H -2.578 -1.033 3.732  C17 1.096
24 H -0.141 -1.759 3.701  C18 1.092
25 H -1.130 -2.036 2.308  C18 1.092
26 H 0.132 -0.730 2.288  C18 1.085

Here are the natural (NBO) charges for atoms 1 to 2, given in e:
1 C -0.63
2 C -0.03


Entry from OMol25: a 2-piece molecular cluster, C10H16 overall at a distorted geometry (wB97M-V/def2-TZVPD).

Summary:
Energy relative to the best compared isomer or geometry (same formula, charge and spin)   1.015 eV
Highest occupied orbital energy   -9.028 eV
Gap between HOMO and LUMO   0.3695 hartree
LUMO energy   1.026 eV

Each atom is followed by the atoms it is bonded to, with distances in Å.
Positions of all 26 atoms, in Å:
1 C -0.841 -2.516 -0.374  C2 1.513, H8 1.091, H9 1.091, H10 1.096
2 C -0.549 -1.624 0.812  C1 1.513, C3 1.401, C7 1.384
3 C 0.332 -2.002 1.833  C2 1.401, C4 1.382, H11 1.078
4 C 0.510 -1.066 2.834  C3 1.382, C5 1.412, H12 1.089
5 C -0.297 0.073 3.045  C4 1.412, C6 1.379, H13 1.078
6 C -1.200 0.367 2.046  C5 1.379, C7 1.415, H14 1.083
7 C -1.262 -0.440 0.884  C2 1.384, C6 1.415, H15 1.082
8 H -1.728 -3.109 -0.146  C1 1.091
9 H -0.018 -3.139 -0.725  C1 1.091
10 H -1.054 -1.882 -1.242  C1 1.096
11 H 0.826 -2.957 1.901  C3 1.078
12 H 1.187 -1.222 3.673  C4 1.089
13 H -0.022 0.588 3.951  C5 1.078
14 H -1.796 1.268 1.962  C6 1.083
15 H -1.771 -0.110 -0.012  C7 1.082
16 C 1.606 1.956 -1.024  C17 1.548, H19 1.083, H20 1.087, H21 1.101
17 C 0.296 2.135 -1.829  C16 1.548, C18 1.551, H22 1.083, H23 1.093
18 C 0.028 0.864 -2.677  C17 1.551, H24 1.103, H25 1.086, H26 1.085
19 H 2.212 1.093 -1.266  C16 1.083
20 H 1.487 2.066 0.051  C16 1.087
21 H 2.167 2.858 -1.311  C16 1.101
22 H -0.565 2.360 -1.213  C17 1.083
23 H 0.448 2.867 -2.627  C17 1.093
24 H 0.372 0.001 -2.083  C18 1.103
25 H -1.031 0.794 -2.910  C18 1.086
26 H 0.662 0.781 -3.553  C18 1.085

Here are the natural (NBO) charges for atoms 1 to 2, given in e:
1 C -0.64
2 C 0.01


Entry from OMol25: a 2-piece molecular cluster, C10H16 overall at a distorted geometry (wB97M-V/def2-TZVPD).

Summary:
Energy relative to the best compared isomer or geometry (same formula, charge and spin)   0.787 eV
Highest occupied orbital energy   -8.822 eV
Gap between HOMO and LUMO   0.3623 hartree
LUMO energy   1.038 eV

Each atom is followed by the atoms it is bonded to, with distances in Å.
Positions of all 26 atoms, in Å:
1 C 1.450 0.234 2.055  C2 1.540, H8 1.078, H9 1.093, H10 1.095
2 C 1.624 -0.008 0.544  C1 1.540, C3 1.386, C7 1.401
3 C 1.008 0.847 -0.357  C2 1.386, C4 1.388, H11 1.091
4 C 0.659 0.416 -1.628  C3 1.388, C5 1.388, H12 1.096
5 C 0.965 -0.896 -1.964  C4 1.388, C6 1.410, H13 1.068
6 C 1.845 -1.662 -1.172  C5 1.410, C7 1.388, H14 1.088
7 C 2.193 -1.205 0.093  C2 1.401, C6 1.388, H15 1.078
8 H 1.477 -0.690 2.609  C1 1.078
9 H 0.520 0.776 2.248  C1 1.093
10 H 2.245 0.915 2.377  C1 1.095
11 H 0.779 1.850 0.006  C3 1.091
12 H 0.204 1.026 -2.418  C4 1.096
13 H 0.609 -1.345 -2.865  C5 1.068
14 H 2.162 -2.631 -1.550  C6 1.088
15 H 2.885 -1.787 0.679  C7 1.078
16 C -2.274 0.679 1.773  C17 1.537, H19 1.079, H20 1.103, H21 1.087
17 C -2.512 1.120 0.321  C16 1.537, C18 1.505, H22 1.122, H23 1.102
18 C -3.200 0.095 -0.540  C17 1.505, H24 1.119, H25 1.082, H26 1.084
19 H -1.528 -0.101 1.779  C16 1.079
20 H -3.234 0.293 2.158  C16 1.103
21 H -2.013 1.516 2.415  C16 1.087
22 H -3.135 2.045 0.436  C17 1.122
23 H -1.549 1.381 -0.148  C17 1.102
24 H -2.773 -0.908 -0.285  C18 1.119
25 H -4.270 0.125 -0.380  C18 1.082
26 H -2.936 0.223 -1.583  C18 1.084

Here are the natural (NBO) charges for atoms 1 to 2, given in e:
1 C -0.64
2 C 0.01


Entry from OMol25: a 2-piece molecular cluster, C10H16 overall at a distorted geometry (wB97M-V/def2-TZVPD).

Summary:
Energy relative to the best compared isomer or geometry (same formula, charge and spin)   2.630 eV
Highest occupied orbital energy   -8.649 eV
Gap between HOMO and LUMO   0.3538 hartree
LUMO energy   0.978 eV

Each atom is followed by the atoms it is bonded to, with distances in Å.
Positions of all 26 atoms, in Å:
1 C 0.263 2.555 -1.141  C2 1.620, H9 1.082, H10 1.172, H11 1.093
2 C 1.262 1.777 -0.130  C1 1.620, C3 1.491, H12 1.033, H13 1.189
3 C 1.400 0.377 -0.623  C2 1.491, C4 1.426, C8 1.447
4 C 0.223 -0.421 -0.730  C3 1.426, C5 1.423, H14 1.109
5 C 0.400 -1.828 -0.846  C4 1.423, C6 1.429, H15 1.014
6 C 1.678 -2.399 -1.134  C5 1.429, C7 1.387, H16 1.135
7 C 2.734 -1.546 -1.419  C6 1.387, C8 1.384, H17 1.109
8 C 2.644 -0.209 -1.075  C3 1.447, C7 1.384, H18 1.075
9 H 0.210 2.090 -2.116  C1 1.082
10 H 0.576 3.661 -1.369  C1 1.172
11 H -0.808 2.536 -0.926  C1 1.093
12 H 2.198 2.213 -0.156  C2 1.033
13 H 0.599 1.867 0.853  C2 1.189
14 H -0.719 0.067 -0.406  C4 1.109
15 H -0.400 -2.450 -0.805  C5 1.014
16 H 1.714 -3.483 -0.800  C6 1.135
17 H 3.704 -1.928 -1.798  C7 1.109
18 H 3.504 0.435 -1.063  C8 1.075
19 C -3.027 0.105 1.747  C20 1.454, H21 1.055, H22 1.165, H23 1.175
20 C -2.194 -0.993 2.209  C19 1.454, H24 1.182, H25 1.040, H26 1.142
21 H -2.671 0.936 1.203  C19 1.055
22 H -3.877 -0.195 1.008  C19 1.165
23 H -3.591 0.490 2.703  C19 1.175
24 H -1.215 -0.876 1.556  C20 1.182
25 H -1.885 -0.786 3.180  C20 1.040
26 H -2.721 -1.997 2.077  C20 1.142

Here are the natural (NBO) charges for atoms 1 to 2, given in e:
1 C -0.62
2 C -0.43


Entry from OMol25: a 2-piece molecular cluster, C10H16 overall at a distorted geometry (wB97M-V/def2-TZVPD).

Summary:
Energy relative to the best compared isomer or geometry (same formula, charge and spin)   1.769 eV
Highest occupied orbital energy   -9.194 eV
Gap between HOMO and LUMO   0.3730 hartree
LUMO energy   0.955 eV

Each atom is followed by the atoms it is bonded to, with distances in Å.
Positions of all 26 atoms, in Å:
1 C 0.291 3.110 0.938  C2 1.546, H8 1.090, H9 1.088, H10 1.052
2 C 1.151 1.881 0.564  C1 1.546, C3 1.366, C7 1.400
3 C 0.773 0.623 0.939  C2 1.366, C4 1.404, H11 1.068
4 C 1.522 -0.510 0.581  C3 1.404, C5 1.368, H12 1.046
5 C 2.613 -0.435 -0.240  C4 1.368, C6 1.416, H13 1.068
6 C 2.972 0.857 -0.693  C5 1.416, C7 1.401, H14 1.104
7 C 2.242 1.988 -0.306  C2 1.400, C6 1.401, H15 1.076
8 H 0.895 4.015 1.005  C1 1.090
9 H -0.513 3.083 1.670  C1 1.088
10 H -0.363 3.380 0.159  C1 1.052
11 H -0.014 0.529 1.655  C3 1.068
12 H 1.208 -1.438 0.948  C4 1.046
13 H 3.070 -1.309 -0.648  C5 1.068
14 H 3.645 0.701 -1.555  C6 1.104
15 H 2.667 2.873 -0.745  C7 1.076
16 C -2.244 -1.955 0.892  C17 1.517, H19 1.074, H20 1.129, H21 1.145
17 C -1.463 -1.997 -0.407  C16 1.517, C18 1.533, H22 1.137, H23 1.175
18 C -2.233 -1.339 -1.558  C17 1.533, H24 1.105, H25 1.065, H26 1.086
19 H -1.725 -1.330 1.594  C16 1.074
20 H -2.218 -2.916 1.482  C16 1.129
21 H -3.356 -1.762 0.697  C16 1.145
22 H -0.525 -1.359 -0.494  C17 1.137
23 H -1.126 -3.071 -0.747  C17 1.175
24 H -3.285 -1.677 -1.600  C18 1.105
25 H -2.060 -0.289 -1.581  C18 1.065
26 H -1.926 -1.655 -2.550  C18 1.086

Here are the natural (NBO) charges for atoms 1 to 2, given in e:
1 C -0.65
2 C 0.00


The highest gap between HOMO and LUMO belongs to which entry?
number 6


What is the formula in the fifth record?
C10H16


Please write out number 6 again, unchanged.
Entry from OMol25: a 2-piece molecular cluster, C10H16 overall at a distorted geometry (wB97M-V/def2-TZVPD).

Summary:
Energy relative to the best compared isomer or geometry (same formula, charge and spin)   1.769 eV
Highest occupied orbital energy   -9.194 eV
Gap between HOMO and LUMO   0.3730 hartree
LUMO energy   0.955 eV

Each atom is followed by the atoms it is bonded to, with distances in Å.
Positions of all 26 atoms, in Å:
1 C 0.291 3.110 0.938  C2 1.546, H8 1.090, H9 1.088, H10 1.052
2 C 1.151 1.881 0.564  C1 1.546, C3 1.366, C7 1.400
3 C 0.773 0.623 0.939  C2 1.366, C4 1.404, H11 1.068
4 C 1.522 -0.510 0.581  C3 1.404, C5 1.368, H12 1.046
5 C 2.613 -0.435 -0.240  C4 1.368, C6 1.416, H13 1.068
6 C 2.972 0.857 -0.693  C5 1.416, C7 1.401, H14 1.104
7 C 2.242 1.988 -0.306  C2 1.400, C6 1.401, H15 1.076
8 H 0.895 4.015 1.005  C1 1.090
9 H -0.513 3.083 1.670  C1 1.088
10 H -0.363 3.380 0.159  C1 1.052
11 H -0.014 0.529 1.655  C3 1.068
12 H 1.208 -1.438 0.948  C4 1.046
13 H 3.070 -1.309 -0.648  C5 1.068
14 H 3.645 0.701 -1.555  C6 1.104
15 H 2.667 2.873 -0.745  C7 1.076
16 C -2.244 -1.955 0.892  C17 1.517, H19 1.074, H20 1.129, H21 1.145
17 C -1.463 -1.997 -0.407  C16 1.517, C18 1.533, H22 1.137, H23 1.175
18 C -2.233 -1.339 -1.558  C17 1.533, H24 1.105, H25 1.065, H26 1.086
19 H -1.725 -1.330 1.594  C16 1.074
20 H -2.218 -2.916 1.482  C16 1.129
21 H -3.356 -1.762 0.697  C16 1.145
22 H -0.525 -1.359 -0.494  C17 1.137
23 H -1.126 -3.071 -0.747  C17 1.175
24 H -3.285 -1.677 -1.600  C18 1.105
25 H -2.060 -0.289 -1.581  C18 1.065
26 H -1.926 -1.655 -2.550  C18 1.086

Here are the natural (NBO) charges for atoms 1 to 2, given in e:
1 C -0.65
2 C 0.00